{"formula": "C22H31Br3N6O9", "method": "ωB97M-V/def2-TZVPD", "symbols": ["C", "Br", "Br", "Br", "H", "C", "C", "C", "C", "C", "C", "O", "O", "H", "H", "H", "H", "H", "H", "C", "C", "C", "C", "C", "C", "O", "O", "H", "H", "H", "H", "H", "H", "C", "C", "C", "C", "C", "C", "O", "O", "H", "H", "H", "H", "H", "H", "C", "O", "N", "N", "H", "H", "H", "H", "C", "O", "N", "N", "H", "H", "H", "H", "C", "O", "N", "N", "H", "H", "H", "H"], "positions_angstrom": [[0.753, 0.996, -0.679], [0.662, -0.921, -0.621], [0.526, 1.668, -2.520], [2.627, 1.701, -0.389], [-0.017, 1.477, -0.079], [1.662, 5.470, -1.431], [0.825, 5.111, -0.389], [-0.432, 4.627, -0.568], [-1.016, 4.581, -1.807], [-0.285, 5.124, -2.895], [1.057, 5.458, -2.677], [1.868, 5.701, -3.763], [-0.975, 4.119, 0.617], [2.682, 5.788, -1.281], [1.148, 5.281, 0.630], [-1.958, 4.061, -1.916], [-0.675, 5.141, -3.903], [1.309, 6.027, -4.475], [-1.937, 4.122, 0.581], [0.577, -7.231, -2.320], [1.845, -6.672, -2.203], [1.978, -5.293, -1.913], [0.884, -4.498, -1.840], [-0.399, -5.079, -1.944], [-0.526, -6.443, -2.167], [-1.779, -6.938, -2.406], [3.228, -4.792, -1.568], [0.454, -8.302, -2.411], [2.694, -7.338, -2.273], [1.000, -3.488, -1.474], [-1.303, -4.508, -1.783], [-1.796, -7.843, -2.724], [3.914, -5.445, -1.728], [-3.245, -0.601, 4.218], [-2.815, -0.179, 2.955], [-2.807, 1.139, 2.538], [-3.263, 2.173, 3.395], [-3.776, 1.748, 4.633], [-3.726, 0.402, 5.000], [-4.210, 0.025, 6.282], [-2.399, 1.454, 1.256], [-3.359, -1.645, 4.463], [-2.483, -0.861, 2.180], [-3.344, 3.177, 3.004], [-4.306, 2.409, 5.305], [-3.536, 0.317, 6.903], [-2.552, 0.761, 0.607], [0.655, 0.853, 3.611], [0.504, 0.403, 4.728], [0.227, 2.038, 3.138], [1.532, 0.309, 2.731], [-0.324, 2.684, 3.675], [0.498, 2.268, 2.199], [1.762, 0.741, 1.853], [1.975, -0.572, 2.929], [-1.477, -3.478, 1.227], [-2.232, -2.986, 0.392], [-0.200, -3.245, 1.397], [-1.881, -4.401, 2.142], [0.100, -2.608, 0.665], [0.094, -3.290, 2.357], [-2.868, -4.515, 2.304], [-1.221, -5.015, 2.586], [3.610, 2.617, -4.714], [3.310, 3.272, -5.703], [4.139, 1.374, -4.783], [3.541, 3.144, -3.478], [4.317, 0.890, -3.919], [4.096, 0.811, -5.614], [3.013, 4.000, -3.418], [4.057, 2.722, -2.727]], "lowdin_charge": [-1.425, 0.765, 0.631, 0.577, -0.032, -0.006, -0.046, -0.354, -0.055, -0.019, -0.341, 0.020, 0.003, 0.127, 0.127, 0.118, 0.117, 0.112, 0.094, -0.036, -0.011, -0.315, -0.022, 0.018, -0.338, 0.044, 0.029, 0.117, 0.109, 0.045, 0.114, 0.100, 0.093, 0.008, -0.012, -0.323, 0.000, -0.007, -0.316, -0.004, 0.004, 0.122, 0.103, 0.108, 0.116, 0.097, 0.106, -0.704, 0.031, 0.181, 0.144, 0.112, 0.071, -0.024, 0.104, -0.747, 0.006, 0.148, 0.148, -0.062, 0.117, 0.105, 0.098, -0.719, 0.018, 0.155, 0.142, 0.090, 0.106, 0.063, 0.054], "de_lowest_ev": 1.739, "fmax_ev_per_a": 3.22, "total_charge": 0, "orbital_gap_ev": 7.5, "total_energy_ha": -9584.6923, "homo_energy_ev": -8.236}

***

{"formula": "C22H31ClIrN7O2PS2Se", "method": "ωB97M-V/def2-TZVPD", "symbols": ["Ir", "Se", "N", "C", "C", "C", "C", "C", "N", "C", "C", "N", "C", "C", "C", "C", "C", "N", "H", "H", "H", "H", "H", "H", "C", "C", "O", "P", "S", "S", "O", "C", "C", "H", "H", "H", "H", "H", "H", "H", "H", "H", "H", "C", "N", "C", "C", "N", "N", "C", "C", "H", "H", "H", "H", "H", "H", "H", "H", "H", "H", "H", "H", "H", "Cl", "C", "H", "H"], "positions_angstrom": [[-0.518, 0.512, -0.208], [-3.135, 7.688, -0.038], [-1.513, 6.996, -0.260], [-1.658, 5.700, -0.324], [-0.549, 4.773, -0.517], [0.777, 5.190, -0.621], [1.759, 4.246, -0.827], [1.399, 2.907, -0.900], [0.143, 2.494, -0.768], [-0.826, 3.412, -0.579], [-2.190, 2.904, -0.414], [-2.347, 1.557, -0.430], [-3.577, 1.061, -0.310], [-4.701, 1.868, -0.169], [-4.547, 3.233, -0.124], [-3.265, 3.768, -0.250], [-3.002, 5.204, -0.205], [-3.937, 6.102, -0.049], [1.005, 6.244, -0.537], [2.798, 4.527, -0.927], [2.138, 2.140, -1.082], [-3.666, -0.016, -0.328], [-5.674, 1.407, -0.085], [-5.387, 3.902, 0.005], [-0.599, -6.197, -1.218], [-0.937, -5.619, 0.133], [-1.405, -4.260, -0.049], [-0.805, -3.040, 0.756], [-1.680, -1.503, -0.329], [1.112, -3.045, 0.999], [-1.604, -3.178, 2.129], [-1.328, -2.381, 3.292], [-1.601, -3.216, 4.519], [-0.289, -7.236, -1.108], [0.216, -5.636, -1.677], [-1.464, -6.161, -1.879], [-0.068, -5.615, 0.792], [-1.746, -6.163, 0.618], [-1.981, -1.506, 3.257], [-0.287, -2.054, 3.265], [-2.634, -3.564, 4.526], [-1.428, -2.621, 5.416], [-0.942, -4.082, 4.542], [3.176, -0.434, -3.213], [2.164, -0.698, -2.196], [0.811, -0.901, -2.670], [2.384, -0.470, -0.881], [1.420, -0.131, -0.068], [3.676, -0.573, -0.434], [4.476, -1.738, -0.810], [4.039, -0.013, 0.856], [2.780, 0.281, -3.936], [3.448, -1.346, -3.746], [4.066, -0.008, -2.761], [0.847, -1.196, -3.716], [0.204, 0.021, -2.610], [0.317, -1.683, -2.100], [1.733, -0.126, 0.894], [3.996, -2.290, -1.610], [4.574, -2.408, 0.048], [5.473, -1.432, -1.129], [3.792, -0.687, 1.685], [3.545, 0.946, 1.015], [5.114, 0.157, 0.867], [-0.255, 2.481, 2.343], [-0.548, 0.799, 1.763], [-1.521, 0.516, 2.154], [0.236, 0.193, 2.218]], "nbo_charge": [0.809, 0.997, -0.606, 0.173, -0.098, -0.101, -0.187, 0.072, -0.455, 0.187, 0.255, -0.443, 0.083, -0.230, -0.089, -0.087, 0.094, -0.587, 0.253, 0.236, 0.216, 0.246, 0.247, 0.253, -0.626, -0.062, -0.838, 1.734, -0.499, -0.667, -0.835, -0.062, -0.624, 0.222, 0.213, 0.218, 0.199, 0.193, 0.173, 0.191, 0.219, 0.219, 0.221, -0.410, -0.433, -0.407, 0.678, -0.776, -0.444, -0.411, -0.423, 0.206, 0.209, 0.225, 0.230, 0.169, 0.249, 0.395, 0.223, 0.211, 0.206, 0.202, 0.210, 0.224, -0.105, -0.448, 0.202, 0.191], "de_lowest_ev": 1.114, "fmax_ev_per_a": 2.44, "total_charge": 1, "orbital_gap_ev": 6.8, "total_energy_ha": -5494.3467, "homo_energy_ev": -10.463}

***

{"formula": "C22H31N3O2", "method": "ωB97M-V/def2-TZVPD", "symbols": ["C", "C", "C", "C", "C", "C", "C", "H", "H", "C", "C", "N", "O", "C", "N", "C", "N", "C", "H", "H", "H", "C", "H", "C", "C", "C", "C", "C", "O", "H", "H", "H", "H", "H", "H", "H", "H", "H", "H", "H", "H", "C", "C", "H", "C", "H", "H", "C", "H", "H", "H", "H", "H", "H", "H", "H", "H", "H"], "positions_angstrom": [[0.968, 4.731, 0.211], [1.053, 3.336, 0.754], [1.743, 2.342, 0.072], [1.803, 1.053, 0.566], [1.175, 0.717, 1.760], [0.466, 1.702, 2.432], [0.414, 2.994, 1.938], [-0.139, 3.748, 2.480], [-0.058, 1.470, 3.346], [1.250, -0.716, 2.252], [0.401, -1.479, 1.289], [-0.852, -1.782, 1.480], [-1.251, -2.399, 0.335], [-0.198, -2.409, -0.478], [0.854, -1.878, 0.065], [-0.285, -2.992, -1.840], [-0.779, -2.019, -2.802], [-0.913, -2.615, -4.112], [-1.580, -3.475, -4.046], [0.048, -2.953, -4.531], [-1.356, -1.889, -4.790], [-0.036, -0.764, -2.804], [0.871, -0.847, -2.198], [-0.884, 0.384, -2.233], [-2.226, 0.504, -2.962], [-3.089, 1.580, -2.310], [-3.224, 1.269, -0.822], [-1.828, 1.138, -0.217], [-1.069, 0.138, -0.854], [-1.876, 0.841, 0.833], [-1.299, 2.102, -0.287], [-3.773, 2.057, -0.305], [-3.756, 0.326, -0.692], [-4.071, 1.618, -2.786], [-2.614, 2.557, -2.436], [-2.046, 0.739, -4.013], [-2.728, -0.462, -2.897], [-0.320, 1.329, -2.348], [0.254, -0.498, -3.824], [0.719, -3.369, -2.107], [-0.990, -3.828, -1.818], [2.697, -1.269, 2.245], [2.832, -2.144, 3.501], [3.458, -1.644, 4.241], [1.410, -2.287, 4.046], [0.886, -3.095, 3.533], [1.392, -2.489, 5.116], [0.765, -0.954, 3.687], [-0.320, -0.982, 3.746], [1.154, -0.172, 4.341], [3.283, -3.110, 3.279], [2.870, -1.842, 1.336], [3.410, -0.444, 2.267], [2.332, 0.291, 0.014], [2.239, 2.580, -0.860], [0.050, 4.853, -0.367], [0.952, 5.460, 1.018], [1.810, 4.946, -0.443]], "nbo_charge": [-0.629, -0.018, -0.212, -0.220, 0.083, -0.225, -0.210, 0.206, 0.215, -0.187, 0.426, -0.188, -0.279, 0.616, -0.563, -0.291, -0.442, -0.402, 0.200, 0.164, 0.204, -0.250, 0.217, 0.110, -0.437, -0.392, -0.428, -0.060, -0.574, 0.203, 0.161, 0.208, 0.205, 0.207, 0.191, 0.203, 0.219, 0.163, 0.198, 0.192, 0.222, -0.392, -0.407, 0.199, -0.399, 0.203, 0.212, -0.401, 0.235, 0.206, 0.210, 0.231, 0.216, 0.226, 0.206, 0.217, 0.216, 0.215], "de_lowest_ev": 2.453, "fmax_ev_per_a": 1.16, "smiles": "Cc1ccc(C2(c3noc(CN(C)C[C@H]4CCCCO4)n3)CCCC2)cc1", "total_charge": 0, "orbital_gap_ev": 9.5, "total_energy_ha": -1171.6384, "homo_energy_ev": -8.621}

***

{"formula": "C22H31N3O3S", "method": "ωB97M-V/def2-TZVPD", "symbols": ["C", "H", "H", "H", "C", "N", "C", "C", "N", "C", "C", "H", "H", "H", "H", "C", "C", "C", "C", "C", "S", "H", "H", "H", "C", "N", "C", "O", "C", "C", "C", "C", "C", "C", "O", "C", "H", "H", "H", "O", "C", "H", "H", "H", "H", "H", "H", "H", "C", "H", "H", "H", "H", "H", "H", "H", "H", "H", "H", "H"], "positions_angstrom": [[-3.642, 2.417, -3.954], [-3.675, 2.802, -2.938], [-2.921, 2.997, -4.525], [-4.623, 2.549, -4.404], [-3.272, 0.928, -3.961], [-1.990, 0.576, -3.391], [-0.843, 1.101, -4.101], [0.421, 0.420, -3.580], [0.545, 0.709, -2.168], [-0.595, 0.154, -1.461], [-1.857, 0.843, -1.974], [-2.731, 0.442, -1.457], [-1.774, 1.923, -1.758], [-0.481, 0.337, -0.392], [-0.695, -0.929, -1.628], [1.846, 0.456, -1.574], [1.999, 1.450, -0.461], [2.831, 1.532, 0.612], [2.635, 2.708, 1.374], [1.665, 3.503, 0.862], [0.962, 2.832, -0.562], [1.313, 4.445, 1.233], [3.197, 2.939, 2.262], [3.574, 0.797, 0.867], [2.114, -1.018, -1.160], [1.596, -1.316, 0.154], [0.698, -2.298, 0.377], [0.326, -3.068, -0.490], [0.233, -2.430, 1.794], [-0.008, -3.726, 2.241], [-0.455, -3.952, 3.523], [-0.660, -2.883, 4.378], [-0.432, -1.579, 3.959], [0.002, -1.339, 2.640], [0.239, -0.086, 2.134], [-0.586, 0.995, 2.525], [-0.273, 1.412, 3.484], [-1.634, 0.693, 2.583], [-0.468, 1.748, 1.746], [-0.587, -0.489, 4.776], [-1.061, -0.685, 6.084], [-2.053, -1.147, 6.090], [-1.127, 0.311, 6.521], [-0.371, -1.293, 6.678], [-0.995, -3.075, 5.385], [-0.643, -4.956, 3.870], [0.156, -4.538, 1.550], [1.800, -0.662, 0.894], [3.601, -1.369, -1.245], [3.951, -1.275, -2.270], [3.750, -2.396, -0.922], [4.198, -0.716, -0.615], [1.569, -1.671, -1.852], [2.588, 0.705, -2.347], [1.292, 0.818, -4.108], [0.350, -0.663, -3.774], [-0.963, 0.894, -5.167], [-0.727, 2.190, -3.958], [-4.032, 0.369, -3.407], [-3.275, 0.564, -4.993]], "nbo_charge": [-0.637, 0.203, 0.203, 0.213, -0.198, -0.450, -0.222, -0.216, -0.462, -0.253, -0.216, 0.202, 0.167, 0.218, 0.198, -0.073, -0.183, -0.288, -0.254, -0.432, 0.466, 0.232, 0.221, 0.220, -0.065, -0.630, 0.680, -0.634, -0.193, -0.171, -0.219, -0.270, 0.226, 0.335, -0.540, -0.243, 0.193, 0.178, 0.196, -0.508, -0.250, 0.178, 0.201, 0.178, 0.218, 0.216, 0.236, 0.427, -0.607, 0.209, 0.222, 0.199, 0.241, 0.218, 0.198, 0.176, 0.201, 0.167, 0.191, 0.190], "de_lowest_ev": 3.575, "fmax_ev_per_a": 0.67, "smiles": "CCN1CCN([C@@H](c2cccs2)[C@@H](C)NC(=O)c2cccc(OC)c2OC)CC1", "total_charge": 0, "orbital_gap_ev": 8.8, "total_energy_ha": -1645.0692, "homo_energy_ev": -8.194}